No. 1
Entry from the Open Molecules 2025 dataset: C2H2O3S as an isolated structure in a non-equilibrium geometry (ωB97M-V/def2-TZVPD).

Element x y z (Å)
C  -1.787  -0.952  -0.710
C  1.459  0.015  0.206
O  0.283  -0.018  0.752
O  -0.719  1.857  -0.632
O  -2.061  -1.813  0.002
S  -1.021  0.890  0.398
H  2.189  -0.666  0.598
H  1.658  0.688  -0.613

Summary:
HOMO-LUMO gap (alpha / beta)	8.348 / 6.969	eV
spin multiplicity	1
relative energy (zero: lowest compared OMol25 entry of this formula, charge and spin)	100.8	kcal per mole
HOMO energy (alpha / beta)	-8.3 / -8.1	eV

***

No. 2
Entry from the Open Molecules 2025 dataset: C25H50IrN2O2P2 as an isolated structure in a non-equilibrium geometry (ωB97M-V/def2-TZVPD).

Element x y z (Å)
Ir  -0.003  -0.025  0.003
C  -1.932  -0.161  -0.246
O  -3.086  -0.259  -0.341
C  1.910  0.035  0.432
O  3.018  0.025  0.743
P  0.079  -2.470  0.305
C  0.361  -3.406  -1.296
H  0.410  -4.487  -1.036
C  1.508  -3.082  1.361
H  2.355  -2.553  0.888
C  -1.530  -3.227  0.909
H  -2.217  -2.896  0.111
C  -1.686  3.287  -0.594
P  -0.147  2.275  -0.911
H  0.392  2.654  -3.292
H  -2.450  2.691  -1.114
C  1.276  3.491  -0.727
H  0.952  4.420  -1.238
C  1.413  -2.604  2.788
H  2.386  -2.713  3.301
H  0.676  -3.177  3.375
H  1.155  -1.534  2.850
C  1.825  -4.582  1.311
H  1.056  -5.186  1.812
H  2.775  -4.759  1.850
H  1.960  -4.966  0.293
C  -1.583  -4.756  0.970
H  -1.221  -5.247  0.057
H  -2.636  -5.069  1.108
H  -1.021  -5.151  1.828
C  -2.028  -2.640  2.193
H  -3.077  -2.917  2.387
H  -2.010  -1.538  2.176
H  -1.451  -2.981  3.071
C  -0.804  -3.209  -2.261
H  -1.740  -3.654  -1.895
H  -0.570  -3.674  -3.233
H  -0.988  -2.140  -2.444
C  1.695  -3.003  -1.914
H  1.720  -1.921  -2.117
H  1.839  -3.526  -2.875
H  2.550  -3.246  -1.269
C  -1.651  4.687  -1.218
H  -1.349  4.678  -2.274
H  -0.973  5.360  -0.671
H  -2.660  5.138  -1.170
C  -2.091  3.344  0.851
H  -1.403  3.953  1.465
C  0.561  0.525  -2.834
H  -2.123  2.335  1.305
H  -3.085  3.776  0.989
C  -1.573  1.764  -3.325
H  0.017  -0.224  -2.205
H  0.546  0.127  -3.844
H  1.605  0.594  -2.486
C  -0.165  1.868  -2.736
H  -1.507  1.393  -4.362
H  -2.107  2.723  -3.350
H  -2.185  1.042  -2.758
C  2.545  2.982  -1.401
H  2.864  2.024  -0.962
H  3.359  3.706  -1.236
H  2.428  2.856  -2.483
C  1.533  3.804  0.726
H  1.754  2.874  1.293
H  0.681  4.305  1.219
H  2.402  4.453  0.865
H  -0.168  -1.406  -5.568
H  -0.129  -2.131  -5.353
N  -0.063  2.483  2.444
C  -0.754  1.614  3.099
C  -1.231  1.965  4.336
C  -1.508  1.012  5.267
C  -1.228  -0.258  4.870
C  -0.797  -0.529  3.602
N  -0.745  0.348  2.614
H  0.053  2.254  1.461
H  0.141  3.413  2.929
H  -1.197  3.011  4.617
H  -1.843  1.274  6.282
H  -1.284  -1.069  5.599
H  -0.487  -1.582  3.547

Summary:
HOMO-LUMO gap (alpha / beta)	5.434 / 4.328	eV
⟨S²⟩	8.7969
charge	+4
spin multiplicity	6
relative energy (zero: lowest compared OMol25 entry of this formula, charge and spin)	48.2	kcal per mole
HOMO energy (alpha / beta)	-18.1 / -22.1	eV

***

No. 3
Entry from the Open Molecules 2025 dataset: one molecule with the formula C8H11F2N in a non-equilibrium geometry (ωB97M-V/def2-TZVPD).

Element x y z (Å)
C  -1.371  0.636  -0.848
C  0.018  0.585  -0.997
C  1.427  -1.857  1.529
C  1.111  -0.414  1.863
C  -0.527  0.141  0.203
C  1.083  -2.020  0.018
C  -2.600  0.539  -1.568
C  1.232  1.050  -1.600
N  -0.275  -0.145  1.466
F  2.056  -2.317  -1.004
F  0.161  -3.092  -0.011
H  2.428  -2.248  1.805
H  0.634  -2.494  1.991
H  1.167  -0.378  2.911
H  1.846  0.274  1.524
H  -3.217  1.501  -1.414
H  -3.338  -0.317  -1.204
H  -2.414  0.458  -2.645
H  0.791  1.697  -2.305
H  1.678  0.138  -2.075
H  1.966  1.641  -0.966
H  -0.932  -0.488  2.126

Summary:
HOMO-LUMO gap (alpha / beta)	5.966 / 5.962	eV
spin multiplicity	1
relative energy (zero: lowest compared OMol25 entry of this formula, charge and spin)	102.7	kcal per mole
HOMO energy (alpha / beta)	-5.5 / -5.5	eV